{
  "formula": "C2H4Br2N3O2",
  "method": "wB97M-V/def2-TZVPD",
  "spin_multiplicity": 1,
  "e_homo_ha": -0.5215,
  "e_tot_ev": -150776.532,
  "charge": 1,
  "lumo_ha": -0.149,
  "gap_ev": 10.1,
  "molar_mass_g_mol": 261.9,
  "symbols": ["Br", "Br", "O", "O", "N", "N", "N", "C", "C", "H", "H", "H", "H"],
  "coordinates": [[1.93631, 1.95264, 0.28037], [1.97658, -1.41179, 0.63170], [0.82272, 1.04640, -2.30904], [0.75102, -1.18040, -1.77432], [-0.37259, 0.29062, 0.76605], [-2.23277, -0.26982, 2.16192], [1.03790, 0.04886, -1.40776], [-1.17218, -0.01887, 1.51987], [1.39586, 0.15779, -0.17914], [0.22289, 1.64385, -1.77825], [-3.18169, -0.03559, 1.86029], [0.85890, -1.32286, -2.72344], [-2.04295, -0.90082, 2.95175]],
  "forces_ev_per_a": [[0.132, -1.140, 0.114], [0.416, 0.409, 0.585], [-1.104, 0.378, 1.452], [-1.527, -1.876, -1.038], [0.575, 0.365, -0.133], [-1.574, -1.586, 2.896], [1.505, 0.162, -0.516], [-0.203, 0.876, -1.799], [1.403, 1.806, 0.049], [0.416, -0.180, -1.117], [0.743, -0.161, 0.155], [0.278, 0.463, -0.319], [-1.060, 0.483, -0.328]],
  "nbo_charge": [0.24, 0.30, -0.46, -0.50, -0.48, -0.83, 0.12, 0.59, 0.10, 0.50, 0.46, 0.52, 0.44]
}


{
  "formula": "C12H28O6Ru",
  "method": "wB97M-V/def2-TZVPD",
  "spin_multiplicity": 5,
  "e_homo_ha": [-0.8796, -0.8885],
  "e_tot_ev": -27713.336,
  "charge": 4,
  "lumo_ha": [-0.556, -0.652],
  "gap_ev": [8.8, 6.4],
  "s_squared": 6.01,
  "molar_mass_g_mol": 369.4,
  "symbols": ["Ru", "O", "O", "O", "O", "O", "O", "C", "C", "C", "C", "C", "C", "C", "C", "C", "C", "C", "C", "H", "H", "H", "H", "H", "H", "H", "H", "H", "H", "H", "H", "H", "H", "H", "H", "H", "H", "H", "H", "H", "H", "H", "H", "H", "H", "H", "H"],
  "coordinates": [[-0.47438, -0.28870, 0.22298], [0.53343, -2.13872, 0.64612], [2.49240, -0.12176, -2.50282], [-1.69281, 0.85113, -0.97715], [-1.92154, -1.53846, 0.63360], [0.83404, 1.30906, -0.15786], [-0.60445, 0.00455, 2.34426], [-1.69446, -2.95964, 0.30479], [-0.30477, -3.33565, 0.76988], [2.20454, 1.53894, -0.65230], [-1.08712, 2.11378, -1.40489], [1.96587, -2.44488, 0.73810], [-0.09516, 2.46839, -0.33314], [2.96389, -0.49025, -3.77738], [2.62805, 1.23237, -2.08141], [-1.62699, -0.86082, 2.93795], [-2.67238, 0.30889, -1.95623], [0.55180, 0.18614, 3.23810], [-2.64913, -1.10549, 1.86377], [4.06605, -0.31634, -3.79775], [-2.08550, -0.35212, 3.78911], [2.37382, 2.61178, -0.55136], [0.10583, -4.12189, 0.13525], [2.50607, -1.55699, 0.42172], [2.56901, 0.20325, -4.54310], [-1.13760, -1.77158, 3.28850], [0.47902, 3.36408, -0.56046], [2.19033, -3.28903, 0.08986], [-2.13557, -0.06687, -2.82478], [-3.33831, 1.12520, -2.22920], [-3.39121, -1.85879, 2.12646], [-2.47957, -3.55098, 0.77516], [-0.26902, -3.67012, 1.80755], [0.98958, -0.78572, 3.46000], [-1.80579, -3.02423, -0.77645], [3.71063, 1.45333, -2.11941], [-0.64082, 1.97510, -2.39159], [2.17964, 1.87179, -2.85567], [-1.87691, 2.86507, -1.47300], [2.21219, -2.68691, 1.77073], [2.72334, -1.53410, -3.94542], [-3.23186, -0.46817, -1.44594], [1.24947, 0.84373, 2.72757], [-0.58125, 2.60400, 0.63510], [0.19894, 0.66709, 4.14905], [-3.15905, -0.19045, 1.56171], [2.85113, 1.03239, 0.06317]],
  "forces_ev_per_a": [[-0.013, -0.621, 0.249], [0.078, 0.357, -0.580], [0.044, -0.021, -0.004], [0.315, 0.002, -0.015], [-0.167, 0.143, -0.041], [-0.076, 0.089, -0.967], [-0.154, -0.115, 0.134], [0.064, -0.074, 0.021], [-0.046, -0.031, 0.256], [0.165, -0.230, 0.515], [-0.003, 0.127, 0.058], [0.053, 0.032, 0.171], [-0.048, -0.099, 0.116], [-0.061, -0.054, 0.105], [-0.121, 0.168, -0.168], [0.038, 0.005, 0.023], [-0.144, 0.041, 0.051], [-0.085, 0.167, 0.051], [-0.091, 0.060, 0.011], [0.020, 0.016, -0.019], [0.020, 0.039, -0.009], [0.167, -0.024, 0.151], [-0.012, -0.002, -0.007], [-0.007, -0.004, 0.001], [0.074, 0.032, -0.014], [-0.042, -0.025, -0.005], [-0.024, 0.017, -0.055], [0.003, 0.036, -0.053], [0.011, -0.004, 0.010], [-0.001, 0.005, 0.023], [0.061, -0.069, -0.021], [0.028, -0.017, 0.023], [0.009, 0.071, 0.015], [0.020, 0.007, -0.014], [-0.008, 0.062, -0.001], [-0.018, 0.126, -0.034], [0.001, -0.040, 0.010], [-0.069, -0.049, 0.013], [0.013, 0.021, 0.042], [-0.023, -0.026, -0.003], [-0.005, 0.000, -0.003], [0.022, -0.019, -0.007], [0.017, -0.018, -0.008], [0.026, 0.006, 0.007], [-0.003, -0.009, 0.002], [-0.026, -0.009, 0.023], [0.001, -0.066, -0.055]],
  "nbo_charge": [1.64, -0.58, -0.07, -0.55, -0.48, -0.56, -0.57, -0.10, -0.11, -0.10, -0.11, -0.25, -0.12, -0.31, -0.18, -0.12, -0.26, -0.26, -0.10, 0.34, 0.28, 0.27, 0.26, 0.19, 0.31, 0.22, 0.27, 0.24, 0.22, 0.26, 0.29, 0.28, 0.24, 0.22, 0.24, 0.32, 0.22, 0.28, 0.28, 0.24, 0.28, 0.23, 0.21, 0.25, 0.26, 0.25, 0.25]
}


{
  "formula": "C42H56BrFN2O8P2Sn",
  "method": "wB97M-V/def2-TZVPD",
  "spin_multiplicity": 1,
  "e_homo_ha": -0.0680,
  "e_tot_ev": -161000.247,
  "charge": -2,
  "lumo_ha": 0.133,
  "gap_ev": 5.5,
  "molar_mass_g_mol": 996.5,
  "symbols": ["Sn", "Br", "P", "P", "F", "O", "O", "O", "O", "O", "O", "O", "O", "N", "N", "C", "C", "C", "C", "C", "C", "C", "C", "C", "C", "C", "C", "C", "C", "C", "C", "C", "C", "C", "C", "C", "C", "C", "C", "C", "C", "C", "C", "C", "C", "C", "C", "C", "C", "C", "C", "C", "C", "C", "C", "C", "C", "H", "H", "H", "H", "H", "H", "H", "H", "H", "H", "H", "H", "H", "H", "H", "H", "H", "H", "H", "H", "H", "H", "H", "H", "H", "H", "H", "H", "H", "H", "H", "H", "H", "H", "H", "H", "H", "H", "H", "H", "H", "H", "H", "H", "H", "H", "H", "H", "H", "H", "H", "H", "H", "H", "H", "H"],
  "coordinates": [[-19.08623, -6.31552, -2.81830], [-16.47971, -3.66155, -3.81734], [-22.09945, -3.12726, -1.99971], [-19.17543, -5.94270, 1.24691], [-19.87377, -0.66769, -7.26286], [-21.41971, -3.72588, -0.77237], [-18.76858, -7.59680, -4.54021], [-17.07456, -7.20076, -2.06878], [-21.39028, -7.07347, -3.17300], [-22.89674, -8.67007, -2.87042], [-19.42017, -8.96386, -6.14632], [-16.10062, -9.20016, -1.85002], [-20.06934, -5.07662, -4.91811], [-20.13357, -5.94433, -8.86007], [-19.46996, -8.40976, -1.93175], [-18.71436, -0.81715, -2.74087], [-20.02691, -3.60434, -9.38366], [-24.67606, -5.95440, -3.53606], [-19.92660, -2.25770, -8.96903], [-19.47565, -4.12923, 1.49700], [-19.62370, -6.68364, -6.59519], [-24.72748, -1.90736, 0.90730], [-21.64192, -7.36839, -10.22524], [-20.80011, 0.38531, -3.64703], [-20.94213, -10.09440, -1.15169], [-20.70228, -8.91964, -1.86022], [-23.76969, -5.31652, -2.46465], [-19.78371, -6.90061, -7.92748], [-17.06219, -8.44243, -1.81494], [-25.56327, -4.93890, -4.30028], [-19.80498, -1.61147, -2.03044], [-21.79628, -8.14870, -2.71632], [-24.00314, 0.18804, -0.21137], [-20.04356, -4.61867, -8.45403], [-19.86277, -10.73589, -0.55829], [-19.89875, -4.30464, -7.09743], [-19.84719, -5.38121, -6.06902], [-23.46498, -2.05860, -1.39726], [-20.91491, -2.09030, -2.98776], [-18.59303, -10.20283, -0.69183], [-19.28460, 0.11797, -3.83296], [-19.26718, -7.84160, -5.68157], [-20.49050, -6.35498, -10.20453], [-20.88646, -6.43875, 0.77222], [-18.43604, -9.03406, -1.43692], [-25.22235, -0.55813, 0.35016], [-24.28501, -2.79311, -0.29210], [-23.32153, -3.75470, -4.45523], [-19.86989, -2.97555, -6.70231], [-21.55859, -0.94592, -3.80143], [-22.90069, -0.79082, -0.69812], [-22.75264, -4.33620, -3.15025], [-19.12067, -6.44848, 3.03832], [-24.86615, -3.58339, -4.38797], [-19.92246, -1.97024, -7.63073], [-20.93716, -5.16352, -11.02160], [-20.04597, -3.97195, -10.81491], [-25.12697, -2.97020, -3.52305], [-22.26745, -1.15140, 0.11883], [-19.21018, -0.33054, -4.81498], [-18.55636, -3.60411, 1.73250], [-21.70986, -5.94359, 1.33177], [-22.61195, -0.76861, -3.51547], [-19.98432, -11.65268, 0.04366], [-21.56104, -1.19477, -4.87329], [-17.73874, -10.69440, -0.30066], [-20.90042, -7.52069, 0.87919], [-19.92540, -3.71211, 0.56002], [-20.19631, -4.03395, 2.36111], [-20.11220, -6.49881, 3.46658], [-18.49727, -5.74444, 3.62115], [-25.67081, -5.31281, -5.32440], [-19.64868, -6.91265, -10.67414], [-20.44132, -2.82397, -3.64783], [-23.09092, -4.38764, -5.31948], [-18.01931, -1.50294, -3.21135], [-18.75034, 1.08272, -3.88649], [-23.66666, -3.57602, 0.09252], [-25.16239, -3.24674, -0.76881], [-19.75941, -7.92552, -8.25592], [-23.86101, -1.73282, 1.53578], [-25.53022, -2.38403, 1.49902], [-21.18916, 1.12019, -4.34504], [-25.32566, -6.73797, -3.04473], [-18.14325, -0.24874, -2.01542], [-26.57083, -4.87796, -3.84491], [-18.67491, -7.44872, 3.12605], [-21.74367, -7.82282, -11.20612], [-24.11572, -1.77288, -2.25386], [-22.29653, -0.25412, -1.42990], [-25.68719, 0.10100, 1.10739], [-25.97524, -0.77139, -0.43574], [-23.26114, -6.09172, -1.88292], [-20.94909, 0.80883, -2.64904], [-19.05365, -4.24796, -11.15320], [-22.00030, -10.41932, -1.11035], [-20.06500, -1.44124, -9.68774], [-21.95706, -4.88584, -10.73870], [-20.96478, -5.50270, -12.07606], [-21.08474, -6.24779, -0.30111], [-20.32946, -3.14211, -11.42303], [-21.52508, -8.16192, -9.47452], [-19.78054, -2.73794, -5.64087], [-22.88589, -2.77654, -4.63489], [-24.05786, -6.54796, -4.21092], [-20.23646, -1.02899, -1.21168], [-22.58267, -6.89100, -10.00959], [-21.89155, -4.87535, -3.45376], [-23.61143, 0.82616, 0.59990], [-24.36745, -4.77129, -1.75298], [-19.40607, -2.49592, -1.57021], [-24.25393, 0.86897, -1.05356], [-25.21324, -3.04602, -5.26938]],
  "forces_ev_per_a": [[0.558, 0.415, -0.060], [-0.212, 0.066, -0.165], [1.224, -0.070, 1.189], [0.030, 0.685, -0.235], [-0.143, -0.101, 0.142], [-0.974, 0.440, -1.443], [0.124, 0.441, 0.355], [-0.638, -0.085, -0.299], [0.692, 1.254, -0.543], [-0.350, -0.460, 0.322], [-0.094, -0.463, -0.302], [-0.009, -0.448, 0.324], [-0.101, 0.073, 1.081], [0.667, -0.713, 1.182], [-1.093, 0.205, -0.360], [-0.337, 0.166, -0.627], [0.303, 1.897, -0.021], [-0.714, -0.966, 0.901], [-1.087, -0.825, -1.113], [-0.946, -0.141, 0.094], [0.394, -0.404, -0.085], [-0.589, 0.351, -0.895], [0.082, -0.430, 0.700], [0.706, -0.529, 0.510], [-0.985, 0.408, -0.409], [-0.509, 0.006, -0.308], [0.295, 0.073, -0.774], [-0.706, 0.326, 0.290], [0.154, 0.295, 0.144], [0.432, -0.501, 0.103], [-0.348, 0.284, -0.054], [0.467, -1.407, 0.972], [0.265, -0.060, -0.340], [0.176, -0.071, 0.399], [-0.044, -0.316, 0.675], [-0.304, -0.227, -0.129], [-0.318, 1.280, -1.112], [-0.707, 0.897, 0.618], [-0.227, -0.127, 0.529], [-0.508, 0.276, -0.679], [-0.719, 0.689, 0.129], [0.004, -0.393, -0.399], [-0.379, -0.985, -0.423], [-0.301, 0.074, -0.307], [1.062, -0.690, 0.461], [-0.073, 0.067, -0.005], [-0.675, 0.187, -0.205], [-1.132, 0.515, 0.207], [0.129, 0.372, 0.952], [-0.252, 0.610, -0.081], [-0.112, 0.135, -0.809], [-1.353, -0.381, 0.162], [0.442, -0.227, -0.071], [0.431, 0.005, 0.066], [0.506, -0.098, 0.115], [-0.155, -0.238, -0.852], [0.356, -0.402, -0.390], [0.013, 0.029, 0.043], [0.033, 0.266, -0.112], [0.362, -0.233, -0.294], [0.199, 0.043, 0.073], [0.541, -0.343, -0.076], [0.302, -0.188, -0.193], [-0.105, 0.489, -0.412], [-0.014, 0.006, 0.230], [0.673, -0.275, 0.239], [-0.344, -0.254, 0.203], [0.338, -0.351, 0.927], [0.536, 0.183, -0.849], [-0.388, 0.159, 0.246], [-0.274, -0.276, -0.337], [-0.266, -0.049, 0.081], [-0.039, 0.764, 0.209], [-0.044, -0.023, -0.104], [0.174, -0.033, 0.213], [0.224, -0.251, -0.012], [-0.040, -0.375, 0.083], [0.337, -0.698, 0.273], [0.000, 0.056, 0.276], [0.168, -0.188, -0.170], [0.024, -0.027, 0.385], [0.493, -0.043, -0.254], [0.024, 0.091, -0.294], [0.585, 0.791, -0.408], [0.080, 0.162, 0.230], [0.432, 0.131, -0.217], [-0.047, 0.213, -0.011], [0.173, -0.088, -0.184], [0.335, -0.035, 0.545], [0.271, 0.016, 0.373], [-0.054, -0.509, -0.220], [0.286, 0.193, 0.326], [0.078, 0.184, -0.331], [-0.131, -0.030, 0.075], [0.517, -0.027, 0.010], [0.900, -0.029, -0.002], [0.421, -0.368, 0.165], [-0.011, -0.142, 0.031], [-0.028, 0.332, 0.396], [0.325, 0.148, 0.515], [-0.390, 0.667, -0.455], [0.114, 0.131, -0.326], [0.066, -0.180, -0.270], [0.099, -0.009, -0.292], [0.125, 0.198, -0.045], [-0.046, 0.059, -0.056], [-0.418, 0.343, 0.204], [0.966, -0.795, 0.004], [0.106, -0.193, -0.346], [-0.411, 0.184, 0.168], [0.442, -0.358, 0.226], [-0.083, -0.369, 0.478], [-0.042, 0.162, -0.086]],
  "lowdin_charge": [1.29, -0.58, 0.83, 0.82, 0.05, -0.36, -0.14, -0.18, -0.14, 0.01, 0.03, 0.02, -0.07, 0.02, 0.04, -0.19, -0.15, -0.19, 0.05, -0.33, -0.01, -0.19, -0.05, -0.20, -0.02, -0.15, -0.15, 0.05, -0.64, -0.20, -0.20, -0.64, -0.19, -0.10, -0.07, -0.02, -0.31, -0.33, -0.31, 0.00, -0.18, -0.59, -0.33, -0.33, -0.18, -0.22, -0.20, -0.15, 0.08, -0.20, -0.20, -0.33, -0.34, -0.20, -0.27, -0.16, -0.15, 0.08, 0.12, 0.08, 0.01, 0.05, 0.09, 0.10, 0.09, 0.10, 0.02, 0.00, 0.04, 0.01, 0.03, 0.10, 0.16, 0.10, 0.12, -0.02, 0.10, 0.08, 0.10, 0.13, 0.10, 0.11, 0.10, 0.12, 0.10, 0.10, 0.01, 0.08, 0.11, 0.07, 0.10, 0.11, 0.10, 0.09, 0.13, 0.12, 0.13, 0.13, 0.13, 0.00, 0.11, 0.08, 0.12, 0.07, 0.10, 0.10, 0.07, 0.06, 0.11, 0.07, 0.09, 0.11, 0.10]
}